1.
17
Properties=species:S:1:pos:R:3:lowdin_charge:R:1 method="wB97M-V/def2-TZVPD" smiles="CC[C@@H](O)CC=O" total_energy_ev=-9441.41792 orbital_gap_ev=10.70 charge=0 e_homo_ev=-9.73
C 1.533 1.662 0.323 -0.102
C 1.287 0.168 0.140 -0.212
C -0.196 -0.143 0.338 -0.367
O -0.893 0.795 -0.505 -0.071
C -0.607 -1.571 -0.109 -0.088
C -1.379 -1.291 -1.385 -0.285
O -2.586 -1.242 -1.442 0.044
H 2.567 1.939 0.104 0.072
H 0.872 2.211 -0.350 0.069
H 1.300 1.974 1.349 0.080
H 1.574 -0.150 -0.873 0.118
H 1.903 -0.420 0.833 0.118
H -0.476 0.038 1.385 0.147
H -1.847 0.759 -0.344 0.106
H -1.257 -2.072 0.616 0.120
H 0.256 -2.217 -0.321 0.117
H -0.739 -1.064 -2.261 0.134

2.
16
Properties=species:S:1:pos:R:3:lowdin_charge:R:1 method="wB97M-V/def2-TZVPD" smiles="CC1=CC[N@H+]1C" total_energy_ev=-6826.99118 orbital_gap_ev=9.58 charge=+1 e_homo_ev=-13.63
C -0.331 -1.728 0.392 0.116
C 0.643 -0.547 0.002 -0.184
C -1.404 -1.022 -0.237 -0.108
C 2.115 -0.357 -0.142 -0.037
C -0.836 1.342 0.391 -0.011
N -0.463 0.222 -0.478 -0.101
H -0.370 -2.709 1.000 0.152
H -1.662 -1.453 -1.190 0.135
H -2.341 -0.848 0.229 0.126
H 2.490 -0.151 -1.232 0.126
H 2.597 -1.354 0.118 0.115
H 2.520 0.514 0.422 0.093
H -0.207 2.240 0.449 0.117
H -1.892 1.747 0.111 0.147
H -0.970 1.016 1.369 0.083
H -0.533 0.518 -1.509 0.233

3.
70
Properties=species:S:1:pos:R:3:lowdin_charge:R:1 method="wB97M-V/def2-TZVPD" total_energy_ev=-61903.15888 orbital_gap_ev=7.41 charge=+3 e_homo_ev=-16.94
Zr 0.459 0.027 -0.143 1.794
O 1.655 -1.576 -0.274 -0.272
N 2.196 -2.159 0.784 0.105
N 1.870 -1.563 1.834 -0.144
O 1.034 -0.527 1.742 -0.228
C 2.402 -1.930 3.132 -0.171
C 1.708 -1.506 4.254 0.000
C 2.212 -1.878 5.490 -0.030
C 3.367 -2.646 5.570 -0.017
C 4.037 -3.052 4.421 -0.024
C 3.560 -2.695 3.171 0.007
H 0.808 -0.915 4.175 0.117
H 1.700 -1.569 6.390 0.126
H 3.754 -2.931 6.539 0.129
H 4.939 -3.643 4.498 0.128
H 4.075 -2.995 2.270 0.124
C 3.889 4.050 -1.066 -0.053
N 3.008 2.864 -0.993 -0.285
C 3.484 1.794 -0.109 -0.072
P 1.429 2.907 -1.344 0.597
O 0.985 1.386 -1.504 -0.448
N 1.216 3.853 -2.612 -0.287
C -0.010 4.640 -2.842 -0.038
C 2.093 3.784 -3.802 -0.044
N 0.463 3.350 -0.088 -0.304
C 0.722 4.625 0.612 -0.037
C -0.681 2.589 0.363 -0.120
H 4.831 3.761 -1.528 0.107
H 4.083 4.440 -0.066 0.101
H 3.432 4.830 -1.668 0.081
H 4.547 1.930 0.073 0.110
H 3.376 0.815 -0.584 0.077
H 2.988 1.821 0.872 0.090
H -0.619 4.684 -1.943 0.077
H -0.589 4.196 -3.652 0.101
H 0.274 5.653 -3.121 0.108
H 2.951 3.145 -3.612 0.089
H 2.437 4.789 -4.045 0.106
H 1.525 3.385 -4.641 0.103
H 1.545 5.150 0.129 0.086
H 0.993 4.442 1.652 0.104
H -0.160 5.262 0.568 0.103
H -1.200 2.104 -0.470 0.082
H -1.426 3.233 0.833 0.126
H -0.446 1.869 1.191 0.080
N -1.290 -0.843 -0.728 -0.438
S -1.836 -2.379 -0.278 1.147
C -3.320 -2.123 0.634 -0.435
C -4.220 -1.093 0.378 -0.091
C -5.381 -1.036 1.128 -0.036
C -5.635 -1.998 2.102 -0.018
C -4.726 -3.018 2.346 -0.027
C -3.549 -3.083 1.614 -0.067
C -2.278 -3.175 -1.780 -0.412
C -3.556 -3.071 -2.325 -0.048
C -3.821 -3.749 -3.503 -0.026
C -2.829 -4.513 -4.108 -0.013
C -1.562 -4.614 -3.545 -0.032
C -1.277 -3.948 -2.366 -0.073
H -1.891 -0.450 -1.453 0.057
H -4.034 -0.352 -0.389 0.109
H -6.099 -0.246 0.949 0.126
H -6.550 -1.946 2.676 0.129
H -4.928 -3.760 3.105 0.129
H -2.833 -3.875 1.800 0.121
H -4.337 -2.508 -1.833 0.112
H -4.808 -3.696 -3.941 0.128
H -3.052 -5.049 -5.021 0.130
H -0.805 -5.227 -4.014 0.127
H -0.301 -4.044 -1.906 0.115